# 1
# C26H35N2O

A cluster of 2 separate species, C26H35N2O in total in a non-equilibrium geometry (ωB97M-V/def2-TZVPD, the Open Molecules 2025 dataset).

Results
Calculated total energy in a.u.: -1196.23193
Spin multiplicity: 1
Charge: +1
ΔE to the lowest compared entry with this formula, charge and spin in kcal/mol: 18.7
Orbital gap in eV: 6.822

Element x y z (Å)
O1 -1.146 2.615 2.047
N1 -0.551 -2.980 -2.016
N2 -0.728 1.867 -0.563
C1 -1.526 3.956 -1.407
C2 -0.799 3.290 -0.244
C3 -1.422 2.969 -2.586
C4 0.788 -2.702 -2.279
C5 1.450 1.082 1.819
C6 2.467 -1.133 -1.558
C7 -1.460 3.608 1.097
C8 2.617 1.341 2.516
C9 0.002 -1.294 -0.632
C10 1.685 -3.401 -3.080
C11 -2.266 -2.906 0.926
C12 3.557 0.327 2.727
C13 1.162 -1.614 -1.474
C14 -0.949 1.634 -1.986
C15 0.015 -0.382 0.432
C16 -3.180 -3.399 -1.360
C17 -1.044 -2.160 -1.062
C18 2.142 -1.208 1.483
C19 -1.740 2.873 3.314
C20 3.017 -2.959 -3.093
C21 -2.438 -2.373 -0.496
C22 1.193 -0.180 1.238
C23 3.296 -0.948 2.208
C24 3.395 -1.828 -2.347
C25 -3.212 -1.057 -0.506
C26 4.827 0.572 3.482
H1 -2.381 2.860 -3.093
H2 4.965 -0.149 4.297
H3 -3.190 -0.617 -1.513
H4 -1.050 4.591 1.422
H5 -1.409 2.072 3.981
H6 2.739 -0.223 -1.023
H7 0.190 1.539 -0.281
H8 0.705 1.865 1.702
H9 -1.696 0.836 -2.119
H10 4.837 1.574 3.916
H11 -4.207 -3.500 -0.993
H12 0.242 3.661 -0.148
H13 -1.422 3.848 3.726
H14 1.338 -4.253 -3.663
H15 -4.264 -1.236 -0.239
H16 -0.037 1.265 -2.484
H17 -2.576 4.083 -1.127
H18 3.769 -3.481 -3.684
H19 -3.247 -3.098 1.377
H20 -2.716 -4.391 -1.309
H21 4.428 -1.479 -2.377
H22 -1.721 -2.198 1.560
H23 -2.560 3.689 0.981
H24 -1.109 4.947 -1.611
H25 1.947 -2.210 1.099
H26 -0.691 3.321 -3.320
H27 2.796 2.339 2.921
H28 -2.843 2.873 3.248
H29 -0.903 0.111 0.735
H30 -1.056 -3.727 -2.485
H31 -2.801 -0.329 0.203
H32 -3.243 -3.071 -2.405
H33 5.695 0.474 2.819
H34 -1.699 -3.847 0.916
H35 4.021 -1.747 2.374

# 2
# C26H35N2Pb

A structure of composition C26H35N2Pb in a non-equilibrium geometry (ωB97M-V/def2-TZVPD, the Open Molecules 2025 dataset).

Results
Calculated total energy in a.u.: -1313.74951
Spin multiplicity: 1
Charge: +1
ΔE to the lowest compared entry with this formula, charge and spin in kcal/mol: 30.8
Orbital gap (alpha / beta) in eV: 5.154 / 6.816

Element x y z (Å)
Pb1 0.299 0.180 -0.009
N1 2.346 -5.174 3.527
N2 0.982 -1.935 1.321
C1 -3.025 2.449 0.136
C2 0.714 -3.203 0.926
C3 2.798 -0.125 -0.742
C4 1.123 -4.314 1.652
C5 0.262 2.351 1.903
C6 1.106 0.568 -3.072
C7 1.203 -0.813 -2.485
C8 -1.932 -1.688 -1.063
C9 -1.513 -0.446 -1.421
C10 1.797 -1.738 2.391
C11 -1.616 2.518 0.575
C12 1.141 2.084 3.065
C13 2.198 -1.112 -1.535
C14 -3.831 -1.481 -2.554
C15 -0.627 3.858 -1.407
C16 0.540 -1.920 -3.232
C17 -2.146 0.281 -2.407
C18 1.951 3.647 0.419
C19 2.285 -2.795 3.156
C20 -0.534 3.142 -0.115
C21 -1.918 1.287 2.833
C22 0.627 3.051 0.711
C23 -1.123 2.004 1.809
C24 -3.299 -0.267 -3.008
C25 1.938 -4.118 2.789
C26 -3.158 -2.190 -1.554
H1 1.323 1.386 -2.359
H2 0.147 -3.342 0.002
H3 -3.399 1.416 0.170
H4 -3.569 -3.117 -1.157
H5 -3.673 3.064 0.780
H6 2.168 3.628 -0.656
H7 2.497 -2.164 -1.423
H8 -2.736 0.720 2.373
H9 0.109 0.758 -3.491
H10 -0.981 4.890 -1.251
H11 0.864 1.148 3.565
H12 -1.328 3.369 -2.093
H13 -1.804 1.270 -2.728
H14 2.058 -0.701 2.633
H15 2.945 -5.057 4.335
H16 -1.300 0.581 3.401
H17 2.192 2.012 2.758
H18 -3.129 2.806 -0.893
H19 2.754 3.108 0.935
H20 0.807 -5.312 1.348
H21 1.068 2.898 3.804
H22 1.839 0.673 -3.896
H23 -1.367 -2.251 -0.315
H24 2.900 -2.601 4.034
H25 1.165 -2.190 -4.109
H26 -4.759 -1.876 -2.981
H27 -2.365 1.993 3.549
H28 3.445 -0.420 0.078
H29 0.419 -2.821 -2.607
H30 2.916 0.904 -1.103
H31 0.347 3.909 -1.909
H32 1.991 4.699 0.744
H33 -3.787 0.266 -3.821
H34 2.107 -6.123 3.266
H35 -0.455 -1.625 -3.598

# 3
# C26H35N3O3S

The molecule C26H35N3O3S in a non-equilibrium geometry (ωB97M-V/def2-TZVPD, the Open Molecules 2025 dataset).

Results
Calculated total energy in a.u.: -1799.93972
Spin multiplicity: 1
SMILES: CS(=O)(=O)N(CC(=O)N1CCN(C(c2ccccc2)c2ccccc2)CC1)C1CCCCC1
ΔE to the lowest compared entry with this formula, charge and spin in kcal/mol: 0.9
Orbital gap in eV: 9.377

Element x y z (Å)
S1 1.534 3.195 -1.848
O1 0.818 4.002 -0.908
O2 3.730 -0.935 -0.718
O3 0.790 2.586 -2.917
N1 2.290 1.967 -1.047
N2 1.592 -0.985 -1.409
N3 -0.976 -1.660 -0.406
C1 -0.729 -0.358 -1.002
C2 -2.851 -3.148 2.367
C3 -2.410 -3.017 1.058
C4 -3.639 -1.700 -1.542
C5 -5.531 -0.139 -0.265
C6 2.795 2.141 0.311
C7 1.349 -2.258 -0.760
C8 -2.593 -5.401 0.787
C9 3.561 3.450 0.500
C10 -2.287 -4.155 0.271
C11 2.961 3.454 2.931
C12 -4.349 -0.461 0.379
C13 4.104 3.536 1.925
C14 1.646 2.060 1.316
C15 2.965 1.002 -1.883
C16 -5.768 -0.594 -1.550
C17 2.808 4.221 -2.648
C18 0.398 -0.458 -2.031
C19 -4.817 -1.373 -2.187
C20 -3.392 -1.244 -0.253
C21 -3.035 -5.524 2.094
C22 -3.163 -4.394 2.882
C23 -2.132 -1.645 0.482
C24 0.231 -2.106 0.268
C25 2.183 2.157 2.741
C26 2.793 -0.402 -1.291
H1 2.315 4.731 -3.465
H2 3.478 1.304 0.494
H3 -6.689 -0.341 -2.054
H4 -1.939 -4.058 -0.745
H5 -6.266 0.471 0.238
H6 4.802 2.713 2.097
H7 -0.454 0.393 -0.240
H8 0.043 -3.069 0.745
H9 0.548 -1.389 1.047
H10 1.354 2.112 3.449
H11 -2.894 -2.302 -2.039
H12 -1.634 -0.013 -1.503
H13 4.047 1.194 -1.928
H14 4.650 4.472 2.054
H15 0.946 2.871 1.114
H16 2.840 1.307 2.938
H17 3.585 3.571 -3.027
H18 1.121 1.112 1.179
H19 -4.169 -0.100 1.381
H20 -4.995 -1.729 -3.192
H21 4.385 3.505 -0.216
H22 -3.506 -4.482 3.903
H23 2.290 4.302 2.784
H24 0.561 0.526 -2.462
H25 3.198 4.932 -1.934
H26 0.092 -1.155 -2.821
H27 1.049 -2.991 -1.515
H28 3.356 3.506 3.948
H29 -2.489 -6.279 0.167
H30 2.877 4.281 0.322
H31 -2.951 -2.270 2.989
H32 -1.969 -0.936 1.319
H33 -3.277 -6.496 2.496
H34 2.275 -2.579 -0.283
H35 2.542 1.073 -2.885

# 4
# C26H35N5NaNbO3

A structure of composition C26H35N5NaNbO3 in a non-equilibrium geometry (ωB97M-V/def2-TZVPD, the Open Molecules 2025 dataset).

Results
Calculated total energy in a.u.: -1730.08203
Spin multiplicity: 1
Charge: +2
ΔE to the lowest compared entry with this formula, charge and spin in kcal/mol: 21.7
Orbital gap in eV: 5.545

Element x y z (Å)
Nb1 0.202 0.181 -1.319
Na1 -2.461 1.736 0.246
O1 -4.042 -0.687 -0.275
O2 -0.041 -1.868 1.502
O3 0.010 2.630 0.778
N1 0.152 1.841 -2.335
N2 0.200 1.381 2.770
N3 0.737 -1.353 -2.401
N4 0.257 0.313 0.820
N5 -1.883 -0.350 -1.235
C1 -3.504 -0.051 3.923
C2 -2.277 0.135 3.286
C3 0.218 1.580 1.410
C4 0.182 -0.030 3.153
C5 -3.010 -0.551 -0.871
C6 -2.355 -1.110 5.786
C7 3.797 -0.782 5.429
C8 -0.583 -3.377 -2.424
C9 -0.472 2.656 -3.365
C10 3.553 -1.500 4.253
C11 -0.162 4.149 -3.183
C12 -1.103 -0.300 3.889
C13 -3.542 -0.679 5.181
C14 1.130 -2.987 -4.204
C15 -1.134 -0.921 5.127
C16 0.103 -2.322 -3.289
C17 2.864 0.180 5.845
C18 0.137 -0.681 1.780
C19 -0.936 -1.607 -4.143
C20 1.706 0.399 5.098
C21 2.103 -1.642 -1.914
C22 2.389 -1.267 3.505
C23 1.570 2.185 -1.997
C24 1.467 -0.311 3.920
C25 0.091 2.199 -4.713
C26 -1.981 2.454 -3.311
H1 1.680 -2.226 -4.770
H2 0.145 -3.839 -1.744
H3 4.263 -2.253 3.911
H4 2.386 -0.910 -1.128
H5 -0.478 4.500 -2.194
H6 -1.448 -2.356 -4.761
H7 2.213 2.211 -2.894
H8 -2.374 -1.596 6.764
H9 0.900 4.374 -3.328
H10 0.984 1.140 5.443
H11 -2.266 1.396 -3.352
H12 -1.382 -2.917 -1.827
H13 2.827 -1.546 -2.739
H14 -4.419 0.292 3.430
H15 -0.156 1.143 -4.888
H16 2.179 -2.657 -1.488
H17 1.992 1.444 -1.260
H18 1.830 -3.611 -3.636
H19 1.185 2.306 -4.724
H20 -2.416 2.968 -4.178
H21 -4.502 -0.831 5.684
H22 -1.684 -1.100 -3.524
H23 2.192 -1.825 2.594
H24 -2.174 0.624 2.310
H25 -2.408 2.902 -2.399
H26 -1.014 -4.139 -3.088
H27 -0.205 -1.255 5.576
H28 -0.348 2.811 -5.513
H29 4.692 -0.974 6.023
H30 -0.443 -0.877 -4.797
H31 0.596 -3.633 -4.913
H32 1.602 3.173 -1.511
H33 -0.722 4.713 -3.941
H34 0.366 2.148 3.381
H35 3.024 0.757 6.757

# 5
# C26H36AsClILaOP2

A structure of composition C26H36AsClILaOP2 in a non-equilibrium geometry (ωB97M-V/def2-TZVPD, the Open Molecules 2025 dataset).

Results
Calculated total energy in a.u.: -4794.97482
Spin multiplicity: 1
Charge: +2
ΔE to the lowest compared entry with this formula, charge and spin in kcal/mol: 0.0
Orbital gap in eV: 4.902

Element x y z (Å)
La1 -1.000 0.434 0.763
I1 2.787 0.652 -0.534
As1 -2.905 1.558 2.327
Cl1 2.780 -1.760 -2.351
P1 -0.908 2.102 -1.751
P2 0.576 -1.481 2.451
O1 0.468 -1.164 -1.107
C1 -5.003 -0.380 1.861
C2 -2.782 5.602 1.140
C3 -4.624 0.733 2.630
C4 1.123 -1.811 -1.982
C5 0.330 3.381 -2.185
C6 -1.435 2.735 4.549
C7 -5.055 4.825 0.774
C8 -6.254 -0.952 2.078
C9 -3.418 3.356 1.769
C10 -2.603 0.666 5.062
C11 -0.259 -2.100 3.957
C12 -0.878 2.737 5.829
C13 2.242 -1.137 3.127
C14 -2.430 4.343 1.635
C15 -6.722 0.686 3.813
C16 0.453 -2.907 -2.713
C17 0.940 -3.074 1.612
C18 -4.710 3.568 1.284
C19 -2.050 0.674 6.346
C20 -2.323 1.722 4.185
C21 -0.766 1.078 -3.273
C22 -1.190 1.710 6.727
C23 -4.095 5.840 0.708
C24 -2.444 3.016 -2.145
C25 -7.115 -0.416 3.045
C26 -5.463 1.266 3.609
H1 -0.937 1.700 -4.163
H2 -1.397 4.137 1.915
H3 0.314 -2.940 4.378
H4 1.304 -3.802 2.352
H5 -1.509 0.271 -3.243
H6 -6.554 -1.816 1.483
H7 -2.287 -0.131 7.047
H8 1.699 -2.919 0.834
H9 -8.095 -0.867 3.200
H10 -1.270 -2.435 3.695
H11 -6.073 5.003 0.428
H12 -4.365 6.821 0.324
H13 1.323 2.917 -2.190
H14 -2.678 3.715 -1.334
H15 -2.315 3.571 -3.090
H16 -0.211 3.549 6.119
H17 -4.319 -0.786 1.110
H18 0.559 -2.683 -3.783
H19 0.946 -3.871 -2.489
H20 0.099 3.826 -3.167
H21 -2.031 6.389 1.092
H22 0.234 0.628 -3.325
H23 0.022 -3.457 1.146
H24 -5.440 2.760 1.319
H25 2.612 -2.007 3.689
H26 2.176 -0.266 3.792
H27 -7.388 1.106 4.566
H28 -0.761 1.724 7.727
H29 -1.183 3.506 3.827
H30 0.316 4.160 -1.415
H31 2.910 -0.893 2.291
H32 -5.139 2.115 4.213
H33 -3.258 -0.148 4.753
H34 -0.331 -1.287 4.691
H35 -3.274 2.311 -2.243
H36 -0.608 -2.946 -2.447

# 6
# C26H36FN3O4

The molecule C26H36FN3O4 (ωB97M-V/def2-TZVPD, the Open Molecules 2025 dataset).

Results
Calculated total energy in a.u.: -1577.51931
Spin multiplicity: 1
SMILES: CCCCCCCCCC(=O)N1CCN(c2cc3c(cc2F)c(=O)c(C(=O)O)cn3CC)CC1
Orbital gap in eV: 8.641

Element x y z (Å)
F1 3.301 0.454 -2.422
O1 0.926 -4.625 2.534
O2 -1.277 -4.776 2.280
O3 2.222 -2.986 1.016
O4 -2.148 1.828 -1.430
N1 -0.757 2.857 -2.856
N2 -1.358 -1.901 -0.660
N3 0.924 1.131 -3.694
C1 2.441 -0.824 4.640
C2 0.929 0.235 -2.640
C3 -1.013 2.833 0.904
C4 1.036 -1.677 -0.556
C5 -0.219 -4.289 1.961
C6 1.138 -2.676 0.500
C7 -3.050 -2.269 -2.414
C8 -1.284 -2.827 0.306
C9 2.199 -1.043 -1.008
C10 -1.318 2.142 -3.985
C11 1.113 -0.133 4.329
C12 -1.132 -0.368 3.126
C13 -2.667 -1.502 -1.151
C14 -0.220 1.216 -4.572
C15 1.559 2.424 -3.532
C16 3.405 -0.834 3.458
C17 -0.127 -3.255 0.886
C18 -1.275 1.095 2.707
C19 -0.195 -1.338 -1.148
C20 2.142 -0.114 -2.007
C21 -0.421 3.195 -0.458
C22 -0.215 -0.421 -2.201
C23 -1.183 2.552 -1.601
C24 0.483 3.503 -3.209
C25 -0.705 1.397 1.322
C26 0.307 -0.865 3.259
H1 -0.453 4.279 -0.592
H2 -2.094 2.971 0.865
H3 0.145 1.627 -5.519
H4 1.674 -4.108 2.119
H5 -2.184 1.585 -3.624
H6 0.272 -1.926 3.518
H7 -1.143 0.714 0.594
H8 2.913 -0.306 5.479
H9 3.037 -1.465 2.655
H10 0.520 -0.085 5.246
H11 0.622 2.872 -0.499
H12 -2.675 -0.422 -1.318
H13 2.292 2.380 -2.732
H14 -1.658 2.863 -4.735
H15 -0.789 1.736 3.445
H16 -1.637 -0.502 4.086
H17 0.290 4.117 -4.095
H18 1.313 0.891 4.007
H19 2.082 2.680 -4.459
H20 0.824 4.161 -2.413
H21 -3.099 -3.335 -2.205
H22 4.373 -1.221 3.768
H23 3.548 0.175 3.074
H24 -2.338 1.348 2.706
H25 -0.611 3.518 1.654
H26 0.812 -0.776 2.297
H27 -2.214 -3.260 0.650
H28 2.246 -1.852 4.953
H29 -2.325 -2.112 -3.208
H30 -1.152 -0.178 -2.664
H31 -1.650 -0.997 2.396
H32 -3.394 -1.718 -0.366
H33 -4.025 -1.939 -2.761
H34 0.376 1.243 1.322
H35 3.143 -1.311 -0.559
H36 -0.602 0.215 -4.767

# 7
# C26H36N10NdO3P2

A structure of composition C26H36N10NdO3P2 in a non-equilibrium geometry (ωB97M-V/def2-TZVPD, the Open Molecules 2025 dataset).

Results
Calculated total energy in a.u.: -3029.11104
Spin multiplicity: 4
Charge: +3
Orbital gap (alpha / beta) in eV: 6.246 / 6.282

Element x y z (Å)
Nd1 0.220 -0.567 -1.490
P1 0.690 -3.727 0.154
P2 -0.582 -1.366 1.752
O1 -0.035 -0.391 0.645
O2 -0.061 -2.901 1.385
O3 0.484 -2.943 -1.152
N1 2.407 0.698 -1.793
N2 2.262 -3.576 0.546
N3 0.097 -5.216 -0.005
N4 0.019 -1.024 3.212
N5 4.789 2.022 -1.334
N6 0.003 2.022 -1.477
N7 -2.176 -1.542 1.636
N8 -0.569 9.050 -1.235
N9 -2.019 0.349 -2.037
N10 -4.603 1.207 -2.228
C1 -3.005 -0.500 -2.305
C2 0.638 8.480 -1.098
C3 -1.581 6.902 -1.473
C4 -0.707 -5.656 -1.210
C5 0.832 7.135 -1.151
C6 -2.863 -2.869 1.649
C7 -2.300 1.721 -1.974
C8 2.400 2.061 -1.423
C9 -0.157 4.826 -1.556
C10 -4.306 -0.080 -2.441
C11 1.087 4.161 -1.399
C12 4.751 0.809 -1.890
C13 -1.301 4.020 -1.853
C14 3.653 2.651 -1.091
C15 1.060 -0.024 3.421
C16 3.568 0.155 -2.168
C17 -1.207 2.625 -1.719
C18 -3.113 -0.443 1.989
C19 -0.370 -1.892 4.339
C20 -1.624 8.306 -1.281
C21 -3.661 2.095 -2.035
C22 -0.300 6.300 -1.394
C23 0.335 -6.170 1.155
C24 2.717 -3.667 1.934
C25 1.116 2.787 -1.450
C26 3.333 -4.078 -0.426
H1 3.557 -4.399 2.075
H2 -5.117 -0.761 -2.617
H3 -3.966 3.166 -1.966
H4 -2.262 4.459 -2.134
H5 1.736 -0.259 4.248
H6 1.648 0.123 2.479
H7 1.923 -3.950 2.601
H8 2.008 4.741 -1.279
H9 -0.112 -6.328 -1.871
H10 -2.469 6.321 -1.571
H11 -3.493 -3.010 2.534
H12 -2.991 0.429 1.310
H13 -3.049 -0.115 3.061
H14 5.710 0.304 -1.991
H15 1.481 9.158 -0.959
H16 1.837 6.774 -0.963
H17 4.263 -3.559 -0.156
H18 3.538 -5.157 -0.257
H19 -2.566 8.813 -1.216
H20 1.393 -6.313 1.287
H21 0.561 0.919 3.710
H22 -0.817 -1.278 5.118
H23 -1.073 -4.765 -1.756
H24 -4.148 -0.835 1.890
H25 0.542 -2.404 4.766
H26 2.987 -3.875 -1.460
H27 3.737 3.604 -0.572
H28 3.562 -0.838 -2.591
H29 -1.576 -6.216 -0.847
H30 3.063 -2.701 2.308
H31 -1.113 -2.662 4.048
H32 -0.112 -5.826 2.064
H33 -2.146 -3.685 1.642
H34 -2.729 -1.550 -2.337
H35 -3.565 -2.974 0.778
H36 -0.162 -7.095 0.894

Number 4 is which compound? C26H35N5NaNbO3